C57H66Cl2Ge2KN9O2Se as an isolated structure. Source: OMol25; level of theory: the ωB97M-V functional and the def2-TZVPD basis.

The geometry in XYZ format:
```
140
Properties=species:S:1:pos:R:3:forces:R:3
K -0.467 0.222 -0.443 0.0 0.5 0.3
C 1.180 4.928 -1.077 0.1 0.0 0.0
C 0.217 4.393 -0.020 -0.1 0.2 0.0
Ge 1.112 3.502 1.483 0.1 0.1 0.1
C -0.051 3.559 3.058 -0.1 0.1 0.0
C 0.401 2.696 4.230 0.0 -0.1 0.1
C 2.849 4.278 1.987 0.1 -0.1 0.0
C 3.711 3.244 2.116 0.0 0.2 0.0
Ge 2.747 1.717 1.311 0.1 -0.1 -0.1
C 3.369 1.336 -0.519 0.0 0.0 -0.2
C 4.846 0.995 -0.718 0.1 0.0 0.0
C 2.520 0.058 2.336 -0.1 -0.1 0.1
C 3.773 -0.791 2.553 0.0 0.0 0.0
C 5.069 3.306 2.699 0.0 0.0 0.0
C 5.469 4.375 3.506 0.0 0.0 0.0
C 6.743 4.419 4.047 0.0 0.0 0.0
C 7.644 3.389 3.802 0.0 0.0 0.0
C 7.255 2.312 3.021 0.0 0.0 0.0
C 5.976 2.271 2.482 0.1 0.0 0.0
H 0.658 5.482 -1.862 0.0 0.0 0.0
H 1.740 4.126 -1.560 0.0 0.0 0.0
H 1.912 5.605 -0.632 0.0 0.0 0.0
H -0.539 3.737 -0.463 0.1 0.0 0.0
H -0.341 5.217 0.438 0.0 0.0 -0.1
H -1.061 3.290 2.749 0.0 0.0 0.0
H -0.075 4.617 3.346 0.0 -0.1 0.0
H 0.318 1.633 3.988 0.0 0.1 0.0
H -0.215 2.871 5.116 0.0 0.0 0.0
H 1.440 2.896 4.509 0.0 0.0 0.0
H 3.118 5.302 2.252 0.0 -0.1 0.0
H 3.125 2.228 -1.105 0.0 0.0 0.0
H 2.752 0.524 -0.913 0.0 0.0 0.0
H 5.496 1.811 -0.394 0.0 0.0 0.0
H 5.061 0.803 -1.773 0.0 0.0 0.0
H 5.142 0.099 -0.165 0.0 0.0 0.0
H 1.766 -0.526 1.793 0.0 0.0 0.0
H 2.057 0.315 3.293 0.1 0.0 0.0
H 4.245 -1.065 1.605 0.0 0.0 0.0
H 3.542 -1.721 3.080 0.0 0.0 0.0
H 4.518 -0.257 3.147 0.0 0.0 0.0
H 4.766 5.170 3.723 0.0 0.0 0.0
H 7.033 5.255 4.671 0.0 0.0 0.0
H 8.637 3.421 4.231 0.0 0.0 0.0
H 7.944 1.497 2.832 0.0 0.0 0.0
H 5.681 1.417 1.881 0.0 0.1 0.0
Cl 0.879 1.664 -2.728 0.0 0.2 -0.3
C -0.562 1.739 -3.778 0.1 0.0 0.1
Cl -1.647 0.390 -3.454 0.0 0.0 -0.1
H -0.208 1.687 -4.798 0.0 0.0 -0.1
H -1.074 2.671 -3.576 0.0 0.0 0.0
C -4.862 2.783 -1.281 0.0 0.0 0.0
C -3.679 2.183 -0.889 0.0 0.0 0.0
N -3.549 0.868 -0.697 0.1 0.1 0.0
C -4.622 0.104 -0.885 0.1 0.0 0.0
C -5.876 0.610 -1.240 0.0 0.0 0.0
C -5.976 1.978 -1.462 0.0 0.0 0.0
C -7.041 -0.269 -1.452 0.0 0.0 0.0
C -7.409 -1.346 -0.760 0.0 -0.1 0.0
C -6.826 -1.911 0.474 0.0 0.0 0.0
C -6.341 -1.134 1.522 0.0 0.0 0.0
C -5.910 -1.805 2.649 0.1 0.0 0.0
N -5.920 -3.133 2.745 0.0 0.0 0.0
C -6.387 -3.780 1.682 0.0 0.0 0.0
N -6.869 -3.242 0.567 0.0 0.0 0.1
H -4.907 3.853 -1.437 0.0 0.0 0.0
H -2.791 2.791 -0.724 0.0 -0.1 0.0
H -4.488 -0.971 -0.766 0.0 0.1 0.0
H -6.923 2.408 -1.771 0.0 0.0 0.0
H -7.660 -0.005 -2.304 0.0 0.0 0.0
H -8.252 -1.921 -1.129 0.0 0.0 0.0
H -6.333 -0.054 1.472 0.0 0.0 0.0
H -5.549 -1.259 3.515 0.0 0.0 0.0
H -6.398 -4.864 1.738 0.0 0.1 0.0
Se -2.319 -2.051 0.507 -0.1 -0.3 0.0
N -1.541 -1.960 -1.082 -0.4 -0.4 0.0
C -2.097 -3.032 -1.780 0.1 0.1 -0.1
C -1.743 -3.390 -3.083 0.0 0.0 0.1
C -2.378 -4.451 -3.714 0.0 0.0 0.0
C -3.387 -5.156 -3.059 0.0 0.0 0.0
C -3.776 -4.796 -1.776 0.0 0.0 0.0
C -3.143 -3.736 -1.126 -0.1 0.0 0.0
N -3.529 -3.252 0.125 0.0 0.0 0.0
H -0.984 -2.816 -3.602 0.0 0.0 0.0
H -2.089 -4.723 -4.723 0.0 0.0 0.0
H -3.881 -5.979 -3.560 0.0 0.0 0.0
H -4.581 -5.315 -1.270 0.0 0.0 0.0
C 5.106 2.203 -4.584 0.0 0.0 0.0
C 4.115 1.130 -4.948 0.0 0.0 0.0
C 2.978 1.416 -5.696 0.0 0.0 0.0
C 2.038 0.437 -5.973 0.0 0.1 0.0
C 2.204 -0.866 -5.509 -0.1 0.0 0.0
N 1.142 -1.767 -5.762 0.2 -0.2 0.0
C 1.034 -3.135 -5.554 0.0 0.1 0.1
O 0.441 -3.830 -6.353 0.0 0.0 0.0
N 1.600 -3.705 -4.424 0.0 0.2 0.0
C 1.779 -3.213 -3.116 0.0 0.0 -0.1
C 2.417 -4.042 -2.203 0.0 0.0 0.0
C 2.625 -3.593 -0.913 0.0 0.0 0.0
C 2.194 -2.323 -0.578 0.0 0.0 0.0
N 1.571 -1.521 -1.440 0.1 -0.1 0.1
C 1.365 -1.955 -2.679 -0.1 -0.1 0.1
C 3.371 -1.181 -4.819 0.0 0.0 0.0
C 4.298 -0.186 -4.541 0.0 0.0 0.0
H 5.018 3.065 -5.247 0.0 0.0 0.0
H 6.131 1.836 -4.642 0.0 0.0 0.0
H 4.943 2.557 -3.561 0.0 0.0 0.0
H 2.820 2.423 -6.067 0.0 0.0 0.0
H 1.161 0.680 -6.565 0.0 0.0 0.0
H 0.588 -1.532 -6.571 -0.1 0.1 0.0
H 1.510 -4.707 -4.484 0.0 -0.1 0.0
H 2.749 -5.028 -2.508 0.0 0.0 0.0
H 3.117 -4.216 -0.178 0.0 0.0 0.0
H 2.351 -1.941 0.426 0.0 0.0 -0.1
H 0.829 -1.287 -3.341 0.0 0.0 0.0
H 3.567 -2.193 -4.501 0.0 0.0 0.0
H 5.193 -0.452 -3.988 0.0 0.0 0.0
C -3.549 1.915 2.845 -0.1 0.1 0.0
C -2.806 0.615 3.023 0.1 -0.1 0.0
O -1.535 0.665 2.347 0.0 0.1 0.0
H -4.550 1.823 3.273 0.0 0.0 0.0
H -3.658 2.161 1.789 0.0 0.0 0.0
H -3.049 2.741 3.353 0.0 -0.1 0.0
H -3.387 -0.217 2.616 0.0 0.0 0.0
H -2.639 0.419 4.085 0.0 0.0 0.0
H -1.005 -0.041 2.742 0.0 0.0 0.0
C -0.883 -3.195 1.643 -0.2 0.1 0.0
C -1.250 -2.848 3.013 0.0 -0.2 0.0
C -0.452 -2.003 3.801 -0.1 0.1 0.0
C -0.889 -1.537 5.029 0.0 -0.1 0.0
C -2.146 -1.913 5.509 0.0 0.0 0.0
C -2.949 -2.763 4.746 0.0 0.0 -0.1
C -2.510 -3.219 3.517 0.0 -0.1 0.0
C -2.617 -1.406 6.766 0.0 0.0 0.1
N -2.998 -0.979 7.765 0.0 0.0 -0.1
H -1.149 -4.186 1.283 0.0 0.0 0.1
H 0.122 -2.904 1.342 0.0 0.0 0.0
H 0.531 -1.715 3.440 0.0 0.0 0.0
H -0.261 -0.888 5.626 0.0 0.0 0.0
H -3.926 -3.062 5.106 0.0 0.0 0.0
H -3.152 -3.868 2.931 0.0 0.1 0.0
```
Forces are in eV/Å.

Computed properties:
- LUMO energy: -0.14 eV
- Molecular weight: 1243.4 u
- ΔE to the lowest compared entry with this formula, charge and spin: 12.6 kcal per mole
- HOMO-LUMO gap: 5.656 eV
- Total charge: 0
- Total energy: -10930.45914 Eh

Löwdin atomic charge list, values in e, 2 entries: K 0.443; C -0.187


C28H78AsF9N6O8 as an isolated structure at a distorted geometry. Source: OMol25; level of theory: the ωB97M-V functional and the def2-TZVPD basis.

The geometry in XYZ format:
```
130
Properties=species:S:1:pos:R:3:forces:R:3
C -10.190 -4.832 -18.859 -0.9 -0.8 0.4
C -10.165 -3.381 -19.259 0.0 -0.3 0.1
C -9.515 -2.506 -18.212 -0.3 0.5 0.7
O -9.393 -1.189 -18.705 0.4 -0.2 -0.2
C -9.116 -0.241 -17.686 0.1 0.6 0.9
N -9.460 -3.226 -20.596 0.0 1.0 -0.3
H -9.896 -3.733 -21.373 0.1 -0.5 0.4
H -9.511 -2.250 -20.909 0.1 0.1 0.4
H -8.469 -3.457 -20.514 -0.1 -0.3 -0.2
H -10.502 -5.487 -19.674 0.4 0.0 -0.1
H -10.991 -5.010 -18.135 0.0 0.4 0.0
H -9.306 -5.222 -18.353 0.3 0.2 -0.4
H -11.176 -3.017 -19.435 0.0 0.0 -0.1
H -8.575 -2.887 -17.784 0.3 -0.1 -0.7
H -10.162 -2.536 -17.326 -0.3 0.1 -0.2
H -9.941 -0.126 -16.978 -0.2 -0.2 -0.2
H -8.908 0.745 -18.092 -0.3 -0.1 -0.5
H -8.232 -0.462 -17.075 0.1 -0.5 -0.2
C -6.461 5.314 -11.590 0.8 -0.7 -0.5
C -7.179 5.438 -12.930 -0.1 0.1 1.8
C -8.110 6.627 -12.881 -0.8 0.0 0.4
O -8.872 6.632 -14.059 0.6 0.6 -0.6
C -9.416 7.928 -14.364 0.4 -0.3 0.7
N -6.212 5.652 -14.065 -0.3 0.4 -1.4
H -5.566 6.441 -13.987 0.1 -0.3 0.8
H -5.725 4.796 -14.358 0.0 0.3 0.2
H -6.789 5.957 -14.866 -0.3 -0.4 0.1
H -7.168 5.131 -10.784 -0.1 0.4 -0.1
H -5.818 6.178 -11.416 -0.2 0.1 0.3
H -5.817 4.428 -11.568 0.1 0.0 -0.2
H -7.672 4.494 -13.158 -0.4 0.2 -0.1
H -7.556 7.557 -12.663 0.3 0.0 -0.7
H -8.773 6.604 -12.007 0.1 -0.7 0.0
H -9.889 8.338 -13.469 -0.4 -0.1 -0.2
H -10.115 7.780 -15.177 -0.1 0.2 0.0
H -8.604 8.619 -14.613 -0.1 0.0 -0.3
C -2.760 4.832 -18.468 0.0 0.7 -0.2
C -2.290 6.291 -18.539 -0.3 -1.1 0.0
C -2.444 6.975 -19.880 0.8 0.3 -0.3
O -2.233 8.360 -19.684 -0.3 -0.9 -0.2
C -2.594 9.120 -20.836 -0.3 1.7 0.4
N -3.094 7.104 -17.550 0.6 1.0 0.1
H -2.810 8.089 -17.683 0.1 0.0 -0.2
H -4.099 7.104 -17.738 0.0 -0.4 0.1
H -2.884 6.874 -16.580 -0.2 -0.2 0.0
H -2.133 4.194 -19.090 0.0 0.1 -0.1
H -3.797 4.772 -18.800 -0.1 -0.2 0.1
H -2.657 4.476 -17.444 -0.2 -0.1 0.0
H -1.250 6.275 -18.216 0.0 0.7 0.1
H -3.412 6.791 -20.360 -0.2 -0.1 0.2
H -1.668 6.577 -20.542 -0.1 -0.1 -0.1
H -3.651 9.012 -21.098 0.1 -0.4 0.0
H -1.960 9.015 -21.716 0.2 -0.5 0.2
H -2.494 10.150 -20.485 0.1 0.0 -0.3
C -2.454 -0.918 -16.582 0.7 0.1 0.0
C -1.734 -0.143 -15.497 -0.6 -0.6 0.8
C -1.361 1.252 -15.903 1.0 1.0 0.6
O -0.857 1.911 -14.744 -0.9 -0.4 0.3
C -0.902 3.316 -14.838 0.0 0.7 0.0
N -2.698 -0.042 -14.290 0.2 1.3 -0.9
H -3.030 -0.940 -13.937 0.0 0.1 0.1
H -2.222 0.538 -13.589 0.0 -0.3 0.2
H -3.503 0.517 -14.605 -0.2 -0.2 0.2
H -3.321 -0.344 -16.912 -0.2 -0.2 0.0
H -2.700 -1.915 -16.223 -0.3 0.0 -0.1
H -1.786 -1.051 -17.434 0.0 0.0 0.0
H -0.893 -0.654 -15.029 0.3 -0.1 -0.6
H -2.205 1.817 -16.316 -0.2 -0.2 -0.1
H -0.525 1.273 -16.609 -0.3 -0.5 -0.5
H -1.901 3.697 -15.092 -0.1 -0.3 -0.1
H -0.197 3.688 -15.589 0.1 -0.1 0.1
H -0.668 3.747 -13.866 0.3 -0.2 0.0
C -3.998 1.725 -21.757 -0.7 0.6 0.2
C -5.058 2.314 -20.831 0.2 1.0 -0.3
C -6.046 3.186 -21.584 -0.7 0.1 -0.6
O -7.018 3.602 -20.666 0.0 0.0 0.4
C -8.188 4.135 -21.287 0.1 -0.1 -0.4
N -5.869 1.267 -20.113 0.5 -1.4 -0.3
H -6.505 0.821 -20.779 -0.3 0.4 0.1
H -5.256 0.494 -19.839 0.2 0.2 0.1
H -6.371 1.537 -19.252 -0.1 0.6 -0.3
H -4.498 1.291 -22.623 0.4 -0.5 0.1
H -3.297 1.087 -21.221 -0.1 -0.3 -0.2
H -3.428 2.569 -22.146 0.1 0.0 0.0
H -4.585 2.908 -20.054 -0.1 -0.1 0.2
H -6.519 2.651 -22.427 0.0 -0.5 0.3
H -5.599 4.017 -22.146 0.5 0.2 0.6
H -8.675 3.354 -21.879 0.0 0.1 -0.1
H -7.907 4.960 -21.945 -0.2 0.1 0.0
H -8.880 4.481 -20.527 0.2 0.0 0.1
C -3.925 -5.718 -13.549 0.3 0.3 -0.3
C -4.307 -4.319 -13.091 -1.3 -0.4 0.7
C -4.619 -3.382 -14.241 0.4 0.0 -0.6
O -5.044 -2.119 -13.785 0.1 0.0 0.0
C -5.905 -1.424 -14.686 -0.1 0.3 -0.6
N -5.588 -4.487 -12.184 0.7 -0.3 -0.5
H -5.646 -5.450 -11.841 0.0 0.0 0.0
H -5.494 -3.897 -11.356 -0.5 0.3 -0.1
H -6.436 -4.304 -12.719 -0.2 0.3 0.4
H -3.820 -6.396 -12.705 0.1 -0.1 0.0
H -2.990 -5.710 -14.110 0.2 0.1 0.3
H -4.650 -6.118 -14.261 -0.2 0.0 0.2
H -3.654 -3.845 -12.362 0.6 -0.2 -0.4
H -5.308 -3.811 -14.980 -0.4 -0.2 0.4
H -3.701 -3.310 -14.843 0.2 0.1 0.2
H -5.439 -1.136 -15.638 0.5 -0.3 0.1
H -6.207 -0.479 -14.243 -0.2 -0.3 0.4
H -6.765 -2.036 -14.970 -0.2 0.0 0.4
As -5.620 2.718 -16.611 -0.9 1.5 -0.4
F -5.126 1.410 -15.552 -0.1 0.2 -0.5
F -4.475 3.776 -15.751 -0.1 -0.6 -0.1
F -5.937 4.125 -17.612 0.0 -0.8 0.1
F -6.838 1.742 -17.488 1.3 0.2 0.3
F -6.903 3.202 -15.565 0.7 -0.2 0.1
F -4.399 2.234 -17.797 -0.3 -0.2 0.7
C -11.050 2.643 -11.338 -1.3 -1.2 2.0
O -10.040 1.834 -12.012 0.3 0.6 -1.5
O -11.319 2.067 -10.206 0.6 1.3 -0.4
C -10.508 4.109 -11.368 -0.1 -0.7 0.8
F -9.203 4.268 -10.996 0.3 0.0 0.0
F -10.565 4.623 -12.632 0.0 0.4 -0.1
F -11.222 4.893 -10.570 0.0 0.3 -0.2
C -10.096 1.786 -13.429 0.7 -1.1 1.4
C -8.731 1.220 -13.758 0.6 -0.1 -0.6
H -8.562 1.114 -14.839 0.1 0.1 -0.1
H -7.954 1.856 -13.323 0.0 0.1 -0.2
H -8.577 0.241 -13.296 -0.3 0.0 0.1
H -10.260 2.753 -13.899 -0.2 0.0 -0.2
H -10.840 1.021 -13.682 -0.4 0.4 -0.5
H -11.982 2.779 -11.933 0.1 -0.2 -1.0
```
Forces are in eV/Å.

Computed properties:
- LUMO energy: -9.09 eV
- Molecular weight: 872.9 u
- HOMO-LUMO gap: 1.893 eV
- Total charge: +4
- Total energy: -5177.27076 Eh

Löwdin atomic charge list, values in e, 2 entries: C -0.030; C -0.302


A 2-piece molecular cluster, C9H10Cl2O overall. Source: OMol25; level of theory: the ωB97M-V functional and the def2-TZVPD basis.

The geometry in XYZ format:
```
22
Properties=species:S:1:pos:R:3:forces:R:3
O 0.644 -0.478 -2.272 -0.3 -0.8 0.2
C 0.171 -1.078 -1.320 0.0 -0.2 -0.8
C 0.959 -2.122 -0.563 0.3 -0.4 -0.1
C -1.235 -0.818 -0.831 -0.5 -0.1 -0.3
H 1.964 -2.239 -1.001 -0.4 0.1 0.1
H 0.442 -3.096 -0.604 0.1 0.3 0.1
H 1.068 -1.826 0.494 -0.2 -0.5 -0.7
H -1.837 -1.740 -0.894 0.3 0.2 0.1
H -1.218 -0.480 0.219 -0.1 -0.6 -0.6
H -1.718 -0.039 -1.444 0.2 -0.4 0.2
Cl -1.798 3.012 -0.994 0.0 -0.1 0.0
Cl 1.925 -0.693 2.363 0.1 0.1 0.3
C 0.457 1.569 -0.594 0.0 0.8 0.2
C -1.162 1.579 1.212 -0.1 0.3 0.3
C 1.289 0.741 0.157 0.3 0.4 0.5
C -0.330 0.750 1.963 -0.1 0.1 0.3
C -0.763 1.982 -0.061 0.6 0.0 0.3
C 0.890 0.337 1.430 -0.2 0.7 -0.2
H 0.754 1.897 -1.598 -0.2 -0.3 0.6
H -2.127 1.914 1.616 0.5 -0.2 -0.2
H 2.254 0.406 -0.247 -0.5 0.2 0.2
H -0.628 0.422 2.968 0.2 0.2 -0.5
```
Forces are in eV/Å.

Computed properties:
- LUMO energy: 0.63 eV
- Molecular weight: 205.1 u
- HOMO-LUMO gap: 9.936 eV
- Total charge: 0
- SMILES string: Clc1ccc(Cl)cc1.CC(C)=O
- Total energy: -1344.55377 Eh

Löwdin atomic charge list, values in e, 2 entries: O 0.035; C -0.513


C9H8O4Sr as an isolated structure at a distorted geometry. Source: OMol25; level of theory: the ωB97M-V functional and the def2-TZVPD basis.

The geometry in XYZ format:
```
22
Properties=species:S:1:pos:R:3:forces:R:3
C -3.579 1.532 -0.618 1.1 -0.8 1.0
C -2.371 0.473 -0.475 -0.6 0.8 -2.1
O -1.867 0.027 -1.527 -0.5 0.5 3.4
O -1.979 0.134 0.838 -0.2 -0.6 -2.7
C -1.197 -1.080 0.870 1.1 -0.6 1.9
C 0.347 -0.707 0.684 1.4 -0.1 -1.8
C 0.934 -0.853 -0.591 0.5 0.2 -0.2
C 2.408 -0.496 -0.971 0.2 -0.3 3.2
O 2.879 -0.575 -2.200 0.6 -3.3 8.0
C 3.353 -0.031 0.223 -1.9 -0.3 0.1
C 2.828 0.125 1.534 0.3 -0.6 -2.6
C 1.286 -0.167 1.858 -0.4 0.2 1.7
O 0.858 0.000 3.005 1.2 -0.5 -3.5
H -4.486 0.906 -0.914 1.2 1.0 0.4
H -3.746 2.079 0.369 0.1 -0.8 -1.4
H -3.268 2.247 -1.442 -0.6 -1.0 1.0
H -1.556 -1.896 0.167 0.6 1.3 0.5
H -1.313 -1.504 1.933 0.2 0.8 -1.5
H 0.271 -1.267 -1.424 1.0 0.6 1.2
H 4.438 0.146 -0.053 -1.5 -0.2 0.5
H 3.542 0.429 2.364 -1.3 -0.4 -1.0
Sr 2.219 0.477 -3.632 -2.4 4.0 -6.0
```
Forces are in eV/Å.

Computed properties:
- LUMO energy: -9.77 eV
- Molecular weight: 267.8 u
- ΔE to the lowest compared entry with this formula, charge and spin: 51.3 kcal per mole
- HOMO-LUMO gap: 6.596 eV
- Total charge: +2
- Total energy: -678.70283 Eh

Löwdin atomic charge list, values in e, 2 entries: C 0.031; C -0.394


Question: Among the records above, which one has the highest HOMO-LUMO gap?
Answer: C9H10Cl2O


Question: What is the formula in the first record?
Answer: C57H66Cl2Ge2KN9O2Se


Question: Number 4 is which compound?
Answer: C9H8O4Sr


Question: What is the total energy in the second record?
Answer: -5177.27076 Eh